{"formula": "C24H20Cl2I2IrN2O2S3", "method": "ωB97M-V/def2-TZVPD", "elements": ["C", "H", "I", "C", "H", "H", "O", "C", "H", "C", "H", "H", "Ir", "C", "H", "H", "C", "N", "H", "C", "S", "H", "C", "Cl", "C", "C", "H", "O", "H", "I", "C", "Cl", "C", "C", "H", "C", "C", "C", "C", "S", "H", "H", "C", "H", "C", "H", "H", "C", "C", "S", "C", "C", "N", "H", "H", "C"], "positions_angstrom": [[1.831, 4.090, 2.166], [-5.750, -0.086, -0.968], [-0.043, -0.134, -4.932], [-3.993, -0.065, -3.104], [-3.163, -0.134, -5.064], [3.354, 1.060, 1.959], [1.273, 1.858, 1.597], [2.247, -0.350, 3.163], [-5.062, -0.018, 1.411], [-4.704, -0.029, -0.699], [1.521, -3.988, -0.121], [-0.917, 6.404, -1.120], [0.211, 0.390, 0.356], [0.228, -2.311, 2.836], [4.164, -0.493, 2.194], [-1.692, 2.259, -1.832], [-0.579, -2.839, 1.671], [-2.033, 0.134, 0.011], [-2.099, 4.623, -2.398], [-1.626, -0.072, -3.577], [0.453, -0.489, 2.837], [-2.645, 0.221, 1.969], [-4.327, 0.023, 0.622], [2.902, 3.539, 3.387], [0.281, 3.611, 0.392], [1.146, 3.138, 1.410], [2.307, 0.454, 3.895], [-0.071, 0.046, -1.797], [3.633, -2.599, -0.060], [-5.954, -0.117, -3.840], [0.834, 5.913, 0.944], [0.646, 7.598, 0.697], [-1.290, 0.002, -2.214], [3.199, -0.015, 2.018], [-0.303, -2.546, 3.759], [-3.725, -0.014, -1.712], [-2.376, 0.041, -1.290], [0.113, 4.991, 0.142], [-1.182, 3.035, -1.277], [-0.110, -2.255, 0.015], [-0.538, -3.930, 1.656], [2.221, 6.166, 2.534], [-1.417, 4.376, -1.598], [-1.624, -2.538, 1.754], [1.674, 5.457, 1.928], [2.759, -2.572, 1.470], [2.529, -1.278, 3.658], [-0.769, 5.358, -0.891], [-2.972, 0.132, 0.941], [2.711, -0.447, 0.326], [-2.951, -0.090, -4.005], [2.709, -2.277, 0.425], [-0.367, 2.660, -0.315], [1.655, -2.753, -1.383], [1.208, -2.777, 2.882], [1.550, -2.914, -0.309]], "forces_ev_per_angstrom": [[-0.5, -0.9, -0.7], [0.0, 0.0, 0.0], [-0.2, 0.0, 0.1], [-0.1, 0.0, -0.2], [0.0, 0.0, 0.0], [0.0, -0.1, 0.1], [-0.4, -1.8, -0.3], [-0.2, 0.1, 0.1], [0.0, 0.1, 0.1], [0.1, 0.0, 0.2], [-0.1, 0.0, -0.1], [0.0, 0.0, 0.0], [-1.3, -3.7, -2.3], [0.1, 0.1, -0.1], [0.0, 0.0, 0.0], [0.1, 0.1, 0.0], [0.1, 0.2, -0.2], [1.4, 0.8, 1.5], [0.0, -0.1, 0.0], [1.2, 0.1, 0.8], [-0.1, 0.5, -0.9], [0.0, 0.1, 0.0], [-0.1, -0.1, -0.2], [0.2, -0.1, 0.3], [0.4, 0.1, 0.5], [0.0, 1.9, 0.1], [0.1, 0.0, 0.0], [2.5, 0.7, 2.6], [0.0, 0.0, 0.1], [0.2, 0.0, 0.1], [0.2, -0.4, 0.3], [0.0, 0.2, -0.1], [-2.4, 0.0, -1.1], [0.1, 0.1, -0.3], [0.1, 0.0, 0.0], [-0.2, 0.0, 0.0], [0.6, -0.3, -1.0], [0.0, 0.1, 0.0], [-0.2, -0.4, -0.1], [0.2, 1.5, 0.5], [-0.1, 0.0, 0.0], [0.0, 0.0, 0.0], [0.2, 0.3, 0.2], [0.0, -0.1, -0.1], [-0.2, 0.5, -0.2], [0.0, 0.0, 0.0], [-0.1, 0.0, 0.1], [-0.1, -0.2, -0.2], [0.1, 0.0, 0.3], [-1.0, 0.8, 0.2], [-0.6, -0.1, 0.2], [-0.2, 0.2, 0.0], [0.1, -0.5, 0.0], [0.0, -0.1, 0.0], [0.0, 0.0, 0.0], [-0.1, 0.3, -0.1]], "lowdin_charge": [-0.57, 0.08, 1.01, -0.64, 0.09, 0.05, -0.33, -0.43, 0.13, 0.01, 0.11, 0.11, 1.23, -0.44, 0.11, 0.11, -0.45, -0.03, 0.12, -0.63, 0.94, 0.12, -0.01, 0.78, -0.14, -0.37, 0.08, -0.27, 0.11, 1.01, -0.60, 0.77, -0.51, -0.46, 0.10, -0.19, -0.21, -0.15, -0.08, 0.99, 0.11, 0.12, 0.00, 0.08, -0.09, 0.08, 0.09, 0.02, -0.10, 0.96, -0.19, -0.43, 0.06, 0.10, 0.07, -0.43], "multiplicity": 2, "total_charge": 2, "e_tot_ev": -108862.712, "lumo_ev": [-8.6, -8.2]}